This record from the Open Molecules 2025 dataset describes a cluster of 2 separate species, C5H13NO3 in total. The level of theory is the ωB97M-V functional and the def2-TZVPD basis.

Positions of all 22 atoms, in Å:
C (1.31283, -0.04441, 2.22491)
N (0.72259, 0.98677, 1.42375)
O (1.56220, 1.50940, 0.43038)
C (-0.56150, 1.35834, 1.35024)
O (-0.96560, 2.15776, 0.52780)
O (-1.34224, 0.78310, 2.28809)
H (2.23019, 0.33709, 2.67374)
H (0.60295, -0.31930, 2.99944)
H (1.54952, -0.91510, 1.60892)
H (0.97258, 2.07197, -0.11013)
H (-2.23853, 1.13536, 2.19447)
C (-0.60254, -1.75352, -0.75379)
C (0.25347, -0.93394, -1.71266)
C (-0.54599, 0.19027, -2.36106)
H (-1.00550, -1.12339, 0.03636)
H (-0.01831, -2.54915, -0.29557)
H (-1.43826, -2.20569, -1.28385)
H (0.65062, -1.59089, -2.49011)
H (1.10466, -0.50976, -1.17594)
H (0.08011, 0.75871, -3.04512)
H (-1.38604, -0.21484, -2.92154)
H (-0.93717, 0.87122, -1.60833)

Its energy relative to the best compared isomer or geometry (same formula, charge and spin) is 1.6801 eV. The calculated total energy comes out at -478.75367 Eh. The SMILES is CN(O)C(=O)O.CCC. The total charge is 0. The LUMO energy comes out at 0.70 eV.



This record from the Open Molecules 2025 dataset describes the molecule C3H5ClN2S. The level of theory is the ωB97M-V functional and the def2-TZVPD basis.

Positions of all 12 atoms, in Å:
N (-2.12728, -1.34448, -0.48420)
N (-0.95486, -0.96256, 0.10550)
C (0.30547, -1.68761, 0.27462)
C (0.89327, -0.33521, 0.63292)
Cl (2.25041, 0.25287, -0.36130)
C (-0.49379, 0.27940, 0.29037)
S (-1.12925, 1.80521, 0.05198)
H (-2.79719, -0.80482, 0.00671)
H (-2.18636, -1.03017, -1.50158)
H (0.67503, -2.19766, -0.60220)
H (0.23570, -2.32250, 1.17258)
H (1.22892, -0.21734, 1.69823)

Its energy relative to the best compared isomer or geometry (same formula, charge and spin) is 1.0181 eV. The calculated total energy comes out at -1085.14168 Eh. The SMILES is NN1C[C@@H](Cl)C1=S. The total charge is 0. The LUMO energy comes out at 0.39 eV.



This record from the Open Molecules 2025 dataset describes a structure of composition C22H27HfN2Se. The level of theory is the ωB97M-V functional and the def2-TZVPD basis.

Positions of all 53 atoms, in Å:
C (-0.36902, 0.72732, -5.31323)
C (0.20912, 2.06874, -5.23504)
C (0.45484, -0.37772, -5.79389)
C (-1.82269, 0.57493, -5.28724)
H (0.50424, -0.40499, -6.90608)
H (0.06834, -1.37129, -5.49089)
H (1.50754, -0.31561, -5.45257)
H (0.19250, 2.58431, -6.22103)
H (1.27012, 2.06488, -4.91970)
H (-0.33945, 2.73602, -4.54219)
H (-2.27412, 0.75222, -6.28985)
H (-2.32117, 1.29299, -4.60739)
H (-2.14709, -0.44070, -4.99195)
C (2.29611, -0.11409, 0.51739)
C (2.43272, -0.86370, -0.69548)
C (2.25860, 0.03259, -1.79830)
H (2.69863, -1.91761, -0.76624)
C (2.03550, 1.35129, -1.26753)
C (2.05152, 1.25360, 0.16257)
H (1.95021, 2.07998, 0.86165)
H (2.44887, -0.49132, 1.53428)
H (2.36691, -0.21378, -2.86012)
H (1.89763, 2.26442, -1.85475)
C (-2.11167, -1.08820, -0.03904)
C (-1.09738, -2.03082, 0.34037)
C (-0.44672, -2.47722, -0.85367)
H (-0.92506, -2.40816, 1.35369)
C (-1.04231, -1.80354, -1.96844)
C (-2.08514, -0.94994, -1.46458)
H (-2.74700, -0.31603, -2.06346)
H (-2.81561, -0.59648, 0.63086)
H (0.31983, -3.24922, -0.91129)
H (-0.81392, -1.96941, -3.02715)
Hf (0.09414, -0.08487, -0.56511)
C (1.25747, 2.17145, 3.54475)
N (0.17862, 1.13783, 3.55225)
C (-0.78042, 0.91887, 2.61771)
Se (-1.02568, 1.79639, 0.98093)
N (-1.58424, -0.07853, 3.12401)
C (-1.10670, -0.52385, 4.36121)
C (-1.60275, -1.50004, 5.20857)
C (-0.87148, -1.65519, 6.37313)
C (0.25455, -0.89906, 6.66498)
C (0.74627, 0.08373, 5.81268)
C (0.01464, 0.23728, 4.64343)
H (2.23671, 1.68307, 3.52778)
H (1.18486, 2.78312, 4.44431)
H (1.13835, 2.81098, 2.68236)
H (-2.43384, -0.46159, 2.67752)
H (-2.47484, -2.03135, 4.91320)
H (-1.22540, -2.41176, 7.07242)
H (0.79498, -1.05914, 7.59977)
H (1.59982, 0.69919, 5.98441)

Its energy relative to the best compared isomer or geometry (same formula, charge and spin) is 1.6682 eV. The calculated total energy comes out at -3413.17582 Eh. The total charge is +1. The LUMO energy (alpha / beta) comes out at -4.02 / -4.01 eV.



This record from the Open Molecules 2025 dataset describes a cluster of 5 separate species, C4H16NO6 in total. The level of theory is the ωB97M-V functional and the def2-TZVPD basis.

Positions of all 27 atoms, in Å:
O (-0.19408, -1.05738, -1.19719)
C (-0.14738, -1.83378, -0.24752)
O (-1.13147, -2.52520, -0.01786)
C (1.05551, -1.81755, 0.79549)
C (0.82369, -0.64939, 1.81547)
C (0.62846, 0.65222, 1.13168)
N (-0.76292, 0.81329, 0.52563)
H (2.10942, -1.73128, 0.43636)
H (1.13251, -2.81738, 1.26000)
H (1.52299, -0.81774, 2.71075)
H (-0.25748, -0.87196, 2.23708)
H (0.87701, 1.47987, 1.81090)
H (1.22710, 0.67880, 0.22843)
H (-1.46383, 0.38474, 1.05528)
H (-0.65351, 0.64151, -0.44417)
H (2.58786, 1.82148, 0.31654)
H (2.66133, 1.43978, -1.16494)
O (3.02982, 1.94422, -0.46370)
H (-2.86043, -0.40264, -0.87320)
H (-2.81901, -1.93447, -0.73469)
O (-3.45481, -1.08406, -0.57804)
H (1.15464, -0.31769, -1.71515)
H (0.46691, 0.78908, -2.24769)
O (1.42939, 0.48856, -2.08726)
H (-3.02529, 1.93093, -1.05522)
H (-1.69541, 2.45117, -0.31199)
O (-2.24101, 2.34487, -1.18498)

Its energy relative to the best compared isomer or geometry (same formula, charge and spin) is 1.6463 eV. The calculated total energy comes out at -668.22966 Eh. The total charge is -1. The LUMO energy comes out at 3.57 eV.



This record from the Open Molecules 2025 dataset describes a cluster of 2 separate species, C3H8NS2 in total. The level of theory is the ωB97M-V functional and the def2-TZVPD basis.

Positions of all 14 atoms, in Å:
C (1.10481, 1.52453, -0.49123)
C (1.06687, 0.36399, -1.42388)
C (1.04998, 0.24493, 0.09481)
N (-1.70297, -0.87134, 1.46708)
S (-0.52180, 0.09790, -2.11545)
S (0.74134, -0.42526, 1.55643)
H (1.99406, 2.10028, -0.50258)
H (0.19738, 2.28980, -0.40599)
H (1.90883, 0.13986, -2.00459)
H (-2.12628, -1.76558, 1.64480)
H (-2.23674, -0.41534, 0.73955)
H (-1.86517, -0.36459, 2.35949)
H (-0.36315, -1.22215, -2.17908)
H (0.75284, -1.69703, 1.26064)

Its energy relative to the best compared isomer or geometry (same formula, charge and spin) is 2.8347 eV. The calculated total energy comes out at -969.86811 Eh. The total charge is +1. The LUMO energy comes out at -5.42 eV.



This record from the Open Molecules 2025 dataset describes the molecule C5H8O2. The level of theory is the ωB97M-V functional and the def2-TZVPD basis.

Positions of all 15 atoms, in Å:
C (-0.30905, 1.49292, -0.32088)
C (-0.15627, 0.07525, 0.19889)
O (1.08683, -0.18177, 0.85778)
C (2.15788, -0.27234, 0.05951)
O (2.16346, -0.12552, -1.13312)
C (-0.77091, -1.09836, -0.49184)
C (-1.29660, -0.64090, 0.84575)
H (-0.79192, 1.49468, -1.30233)
H (0.66593, 1.96975, -0.44504)
H (-0.90834, 2.09824, 0.36728)
H (3.04383, -0.49604, 0.67115)
H (-1.36166, -0.90557, -1.38283)
H (-0.20018, -2.02132, -0.51875)
H (-2.25507, -0.12895, 0.88606)
H (-1.06793, -1.26006, 1.70837)

Its energy relative to the best compared isomer or geometry (same formula, charge and spin) is 1.0133 eV. The calculated total energy comes out at -345.76772 Eh. The SMILES is CC1(OC=O)CC1. The total charge is 0. The LUMO energy comes out at 0.99 eV.



- Which of these has the lowest calculated total energy?
  C22H27HfN2Se



- Among the records above, which one has the lowest calculated total energy?
  C22H27HfN2Se